DFT (ωB97M-V with the def2-TZVPD basis set) results for one molecule with the formula C5H8O.

Element x y z (Å)
C (1.276953, -0.928687, 0.900041)
C (1.238909, -0.124465, -0.357848)
C (0.330511, 0.769623, -0.743574)
C (-0.970669, 1.024897, -0.029588)
C (-1.839084, -0.145772, -0.399771)
O (-2.107324, -1.026085, 0.381276)
H (1.418787, -1.991260, 0.681453)
H (0.371608, -0.808632, 1.492950)
H (2.144061, -0.626538, 1.500311)
H (2.101762, -0.254897, -0.997511)
H (0.508856, 1.321744, -1.661617)
H (-1.432754, 1.954838, -0.366074)
H (-0.872767, 1.040026, 1.060707)
H (-2.168851, -0.204793, -1.460755)

Atoms 1-3, force components in eV/Å:
-0.098 -0.019 0.079
0.191 0.226 -0.060
0.322 0.013 0.021

For the maximum force, the calculation gives 0.53 eV/Å. As for the HOMO energy: -9.339 eV. As for the structure (SMILES): C/C=C\CC=O. The calculation puts the energy at -7361.1716 eV. The charge is 0.

DFT (ωB97M-V with the def2-TZVPD basis set) results for a 2-piece molecular cluster, C10H19BO3 overall.

Element x y z (Å)
B (0.261408, -0.129900, 0.476865)
C (-3.715353, 0.123486, 1.861940)
C (-3.083427, -0.640119, 0.928350)
C (2.432533, 0.715479, 0.486434)
C (2.301820, -0.522755, -0.542723)
C (2.489020, 2.093240, -0.109557)
C (3.282608, 0.321112, 1.749363)
C (2.839467, -1.873795, -0.045970)
C (2.835667, -0.374464, -1.975173)
C (-5.121654, 0.657636, -1.140034)
C (-4.872519, -0.711303, -0.660566)
O (1.148035, 0.687913, 1.149480)
O (0.854242, -0.642415, -0.584488)
O (-3.524188, -1.181199, -0.137378)
H (-4.737871, 0.130049, 2.077338)
H (-3.096984, 0.552471, 2.639999)
H (3.596328, 2.299175, -0.351784)
H (2.088043, 2.800259, 0.521070)
H (1.760197, 2.156452, -0.980143)
H (3.299249, 1.277967, 2.382729)
H (4.295304, 0.029147, 1.565672)
H (2.802445, -0.446060, 2.319690)
H (2.451405, -2.650184, -0.800853)
H (2.460761, -2.253824, 0.901550)
H (4.020973, -1.850791, 0.110040)
H (2.800218, 0.590458, -2.288161)
H (2.177057, -0.941309, -2.545798)
H (3.885587, -0.636265, -1.954077)
H (-4.705056, 1.258347, -0.330275)
H (-4.461717, 0.638802, -2.044029)
H (-6.206789, 0.910680, -1.382982)
H (-5.078922, -1.429585, -1.500390)
H (-5.477892, -0.958693, 0.203877)

Atoms 1-3, force components in eV/Å:
0.788 1.523 1.033
3.089 -0.980 -0.372
-0.907 2.156 1.881

For the maximum force, the calculation gives 3.71 eV/Å. As for the HOMO energy (spin up / spin down): -7.998 / -8.101 eV. The calculation puts the energy at -17491.8789 eV. The charge is 0.

DFT (ωB97M-V with the def2-TZVPD basis set) results for C3H4N6 as an isolated structure.

Element x y z (Å)
C (-1.450064, 0.197607, -0.094128)
C (1.919504, -0.821998, 0.336587)
C (0.681470, 0.974908, -0.188290)
H (-3.069935, -0.869003, -0.181529)
H (-0.814014, -1.524425, -1.026768)
H (2.385124, -1.778475, 0.822815)
H (-1.024476, 2.222568, 0.938550)
N (-2.705900, 0.185244, 0.166512)
N (-0.568153, -0.943820, -0.292244)
N (0.675813, -0.395851, -0.132763)
N (2.780761, 0.174268, -0.070063)
N (1.953267, 1.278204, -0.239918)
N (-0.763401, 1.300778, -0.038757)

Atoms 1-3, force components in eV/Å:
-3.080 -3.570 1.134
2.552 0.388 -2.496
0.229 -3.199 -0.133

For the maximum force, the calculation gives 9.74 eV/Å. As for the HOMO energy: -8.927 eV. The calculation puts the energy at -12110.2596 eV. The charge is 0.

DFT (ωB97M-V with the def2-TZVPD basis set) results for one molecule with the formula C2H4N2OS2.

Element x y z (Å)
O (-0.154885, 0.478439, 2.306923)
N (-0.573788, 1.336289, 1.246705)
C (-0.327337, 0.973519, 0.024969)
N (0.327993, -0.174362, -0.520196)
S (1.732240, -0.684871, 0.259294)
C (-0.077127, -0.710182, -1.724676)
S (-1.516393, -0.504297, -2.458915)
H (-0.699353, 0.842628, 2.982103)
H (-0.743158, 1.661026, -0.695086)
H (1.305400, -1.852377, 0.699033)
H (0.726410, -1.365812, -2.120153)

Atoms 1-3, force components in eV/Å:
0.200 -0.012 -2.195
0.695 -0.932 -1.267
-0.613 -0.158 1.780

For the maximum force, the calculation gives 2.20 eV/Å. As for the HOMO energy: -9.080 eV. As for the structure (SMILES): O/N=C\N(S)C=S. The calculation puts the energy at -28834.0798 eV. The charge is 0.

DFT (ωB97M-V with the def2-TZVPD basis set) results for one molecule with the formula C3H7NO3.

Element x y z (Å)
C (0.553754, -1.516895, 0.577723)
C (0.249689, -0.241344, -0.173342)
O (-1.410416, 0.036875, 0.219398)
N (-1.916147, 1.033858, -0.662379)
C (0.601719, 1.024162, 0.400476)
O (0.440703, 1.927392, 1.098510)
O (2.163393, 0.483307, -0.178725)
H (0.878938, -1.315547, 1.595554)
H (1.347309, -2.048091, 0.057633)
H (-0.347226, -2.125597, 0.614999)
H (0.141481, -0.243891, -1.254024)
H (-2.759306, 0.640009, -1.074581)
H (-2.194647, 1.822734, -0.080219)
H (2.250756, 0.523027, -1.141024)

Atoms 1-3, force components in eV/Å:
0.195 0.212 -0.139
-5.642 0.373 1.111
0.916 -0.919 -0.760

For the maximum force, the calculation gives 5.76 eV/Å. As for the HOMO energy: -9.054 eV. As for the structure (SMILES): C[C@@H](ON)C(=O)O. The calculation puts the energy at -10852.4944 eV. The charge is 0.

DFT (ωB97M-V with the def2-TZVPD basis set) results for one molecule with the formula C18H24N4O4.

Element x y z (Å)
C (2.139432, -2.679535, 2.263611)
C (2.965165, -1.424541, 2.002183)
C (2.149696, -0.294566, 1.374843)
C (1.196846, 0.369904, 2.372279)
N (0.302143, 1.299903, 1.699918)
C (-0.696876, 0.852140, 0.871979)
N (-0.948652, -0.484724, 0.825906)
C (-1.388715, 1.722436, 0.060391)
N (-2.350137, 1.225169, -0.853733)
C (-3.728144, 1.659003, -0.689053)
C (-4.363898, 1.052197, 0.557115)
C (-2.016413, 0.385100, -1.873108)
O (-2.851366, -0.160005, -2.569890)
C (-0.548579, 0.149569, -2.046466)
C (0.333501, 1.204826, -2.228649)
C (1.684373, 0.941118, -2.387496)
C (2.153706, -0.356007, -2.362175)
C (1.266525, -1.423271, -2.209624)
O (1.824212, -2.665654, -2.203174)
C (0.972469, -3.783796, -2.139902)
C (-0.089712, -1.162916, -2.060234)
C (-1.147326, 3.138362, 0.121939)
O (-1.698782, 4.005024, -0.524173)
N (-0.166975, 3.482081, 1.057269)
C (0.617314, 2.650129, 1.800737)
O (1.505559, 3.053792, 2.514396)
H (1.664087, -3.015811, 1.344417)
H (1.370963, -2.505239, 3.013675)
H (2.779128, -3.479834, 2.626657)
H (3.414165, -1.076662, 2.934241)
H (3.775105, -1.680235, 1.317633)
H (2.825072, 0.473259, 0.993919)
H (1.586953, -0.683556, 0.523761)
H (1.767512, 0.963930, 3.089592)
H (0.613105, -0.365388, 2.931583)
H (-0.610258, -1.081189, 1.558826)
H (-1.809850, -0.750790, 0.376970)
H (-4.266024, 1.338217, -1.582886)
H (-3.738465, 2.749835, -0.631214)
H (-5.378833, 1.423083, 0.667057)
H (-4.402449, -0.032727, 0.478155)
H (-3.799533, 1.324212, 1.447814)
H (-0.033564, 2.218829, -2.262435)
H (2.377213, 1.756496, -2.530046)
H (3.203753, -0.575003, -2.472939)
H (1.623615, -4.654116, -2.203774)
H (0.264722, -3.798204, -2.973963)
H (0.418698, -3.816606, -1.195145)
H (-0.810501, -1.958438, -1.955342)
H (0.050022, 4.470199, 1.128556)

Atoms 1-3, force components in eV/Å:
0.197 0.164 0.025
-0.202 0.029 -0.159
0.091 -0.036 0.232

For the maximum force, the calculation gives 0.66 eV/Å. As for the HOMO energy: -8.216 eV. As for the structure (SMILES): CCCCn1c(N)c(N(CC)C(=O)c2cccc(OC)c2)c(=O)[nH]c1=O. The calculation puts the energy at -33207.9048 eV. The charge is 0.

DFT (ωB97M-V with the def2-TZVPD basis set) results for C37H44AsN5O2P2Ti as an isolated structure.

Element x y z (Å)
Ti (0.082020, -0.728422, -0.396038)
C (1.798210, -0.379394, 3.008840)
C (1.616894, -1.890261, 2.817817)
P (0.273180, -2.303727, 1.653539)
C (-1.030395, -3.194418, 2.515174)
C (-0.797544, -3.771876, 3.766647)
C (-1.762097, -4.589528, 4.338657)
C (-2.947924, -4.849673, 3.668619)
C (-3.181708, -4.281673, 2.419391)
C (-2.233084, -3.455396, 1.848032)
C (0.790089, -3.361431, 0.288512)
C (2.016405, -4.030364, 0.166007)
C (2.215827, -4.919345, -0.874423)
C (1.202174, -5.152928, -1.809522)
C (-0.016079, -4.499011, -1.701702)
C (-0.222528, -3.609464, -0.650544)
C (0.460186, 0.344697, 3.220237)
P (-0.337586, 0.856308, 1.654201)
C (-0.765288, 2.605174, 1.897308)
C (0.027986, 3.693445, 1.540499)
C (-0.335578, 4.975836, 1.924825)
C (-1.484802, 5.182573, 2.673642)
C (-2.273846, 4.101948, 3.043536)
C (-1.922089, 2.818312, 2.659306)
C (-1.923255, 0.077150, 1.332534)
C (-2.175804, 0.025368, -0.055067)
C (-3.378282, -0.507213, -0.547477)
C (-4.325185, -0.950639, 0.355767)
C (-4.069325, -0.898904, 1.729911)
C (-2.856631, -0.435856, 2.224317)
H (2.320753, 0.072146, 2.160098)
H (2.437497, -0.225757, 3.877434)
H (1.305665, -2.303352, 3.776597)
H (2.545905, -2.404152, 2.562713)
H (0.128391, -3.634482, 4.308743)
H (-1.570066, -5.036122, 5.304964)
H (-3.690811, -5.497859, 4.114573)
H (-4.106804, -4.486841, 1.896212)
H (-2.449822, -2.999539, 0.889314)
H (2.789691, -3.918690, 0.919394)
H (3.142340, -5.477013, -0.935393)
H (1.354967, -5.879958, -2.597657)
H (-0.816499, -4.715855, -2.398350)
H (-1.213657, -3.179265, -0.522494)
H (0.610833, 1.269884, 3.777660)
H (-0.236573, -0.262358, 3.807854)
H (0.934240, 3.567245, 0.978494)
H (0.287784, 5.815556, 1.646507)
H (-1.763181, 6.183942, 2.974040)
H (-3.168663, 4.255901, 3.631663)
H (-2.559678, 1.997332, 2.960737)
H (-1.608846, 0.692978, -0.722822)
H (-3.583363, -0.511626, -1.610311)
H (-5.278169, -1.319942, -0.000777)
H (-4.830070, -1.231664, 2.425578)
H (-2.673283, -0.441144, 3.291807)
N (2.684678, -0.920845, -0.207683)
N (3.233297, -1.383693, -1.437086)
C (2.409574, -1.680578, -2.462420)
N (2.833580, -2.146206, -3.610226)
N (1.135141, -1.382506, -2.147745)
N (0.054476, -1.512281, -2.914470)
O (-0.944672, -1.097208, -2.206472)
O (-0.009092, -1.930663, -4.018748)
H (3.098100, -0.011439, -0.000004)
H (2.984298, -1.566482, 0.520342)
H (4.231580, -1.549663, -1.490804)
H (3.813461, -2.322653, -3.795797)
H (2.172698, -2.342450, -4.353338)
C (1.673066, 1.343159, -3.295395)
As (0.973120, 1.570926, -1.506500)
C (2.512492, 2.423790, -0.697127)
C (-0.506574, 2.849822, -1.829045)
C (-0.029905, 3.978028, -2.691837)
C (0.631197, 5.071493, -2.130062)
C (1.071668, 6.111752, -2.934653)
C (0.854522, 6.067006, -4.305256)
C (0.186339, 4.988516, -4.870453)
C (-0.251084, 3.945805, -4.067654)
H (1.927715, 2.343597, -3.648319)
H (0.925714, 0.924681, -3.969144)
H (2.573542, 0.735184, -3.287992)
H (2.514995, 3.464755, -1.025273)
H (3.413490, 1.957626, -1.102151)
H (2.524517, 2.368171, 0.387762)
H (-0.890221, 3.172151, -0.864199)
H (-1.267270, 2.254411, -2.340129)
H (0.761221, 5.137196, -1.056013)
H (1.566156, 6.966905, -2.493596)
H (1.189610, 6.882540, -4.931609)
H (-0.007336, 4.969042, -5.934369)
H (-0.796618, 3.119461, -4.511656)

Atoms 1-3, force components in eV/Å:
0.652 -0.152 -0.089
-0.072 -0.065 0.002
-0.044 0.037 0.056

For the maximum force, the calculation gives 0.75 eV/Å. As for the HOMO energy: -17.792 eV. The calculation puts the energy at -153118.9635 eV. The charge is +4.

DFT (ωB97M-V with the def2-TZVPD basis set) results for a 2-piece molecular cluster, C2H5PS overall.

Element x y z (Å)
C (1.349256, -0.102388, 0.204786)
C (0.952852, 1.319187, 0.041255)
P (-1.520780, -1.591861, 0.063598)
S (2.618326, -0.989670, -0.067868)
H (1.572571, 1.982809, 0.659432)
H (1.038756, 1.655290, -1.127218)
H (-0.121873, 1.444301, 0.479093)
H (-1.313475, -2.975171, 0.694441)
H (-1.226846, -0.877738, 1.385664)

Atoms 1-3, force components in eV/Å:
0.570 -0.184 -0.582
-1.721 0.571 -1.074
0.847 -0.559 2.320

For the maximum force, the calculation gives 3.06 eV/Å. As for the HOMO energy (spin up / spin down): -7.616 / -8.549 eV. The calculation puts the energy at -22274.5925 eV. The charge is 0.

What are the ΔE to the lowest compared entry with this formula, charge and spin values for these records? In order: 25.0, 101.1, 104.4, 69.3, 135.4, 0.0, 0.0, 76.4 kcal per mole.